7
Properties=species:S:1:pos:R:3:nbo_charge:R:1 method="wB97M-V/def2-TZVPD" charge=+1 e_above_lowest_kcal_mol=19.1 homo_ev=-16.4 lumo_energy_ev=-5.412 multiplicity=1 homo_lumo_gap_ev=10.981 smiles="[NH2+]=P(Cl)(Cl)Cl"
N 0.573 -1.053 0.513 -0.969
P -0.284 0.535 -0.071 1.313
Cl 0.397 1.087 -1.762 -0.051
Cl -2.208 0.250 -0.141 -0.037
Cl 0.231 2.056 1.213 -0.075
H 1.438 -1.138 0.013 0.413
H -0.148 -1.737 0.235 0.407